## one
One molecule with the formula C4H12N2S, computed with ωB97M-V with the def2-TZVPD basis set.

Properties
Structure (SMILES): NCCNCCS
Gap between HOMO and LUMO: 0.3496 Eh
LUMO level: 0.92 eV
M: 120.221 g mol⁻¹
HOMO: -8.591 eV

```
19
C4H12N2S | OMol25 | ωB97M-V with the def2-TZVPD basis set
N -2.480 0.831 -0.872
C -2.049 0.123 0.336
C -1.025 -0.987 -0.031
N 0.293 -0.509 -0.372
C 1.138 0.094 0.631
C 2.514 0.455 0.113
S 3.407 -0.976 -0.526
H -1.701 1.366 -1.242
H -3.193 1.503 -0.607
H -2.858 -0.403 0.841
H -1.623 0.858 1.033
H -0.995 -1.773 0.717
H -1.466 -1.381 -0.949
H 0.241 0.078 -1.186
H 0.662 1.011 1.032
H 1.223 -0.608 1.464
H 3.089 0.899 0.920
H 2.453 1.200 -0.684
H 2.370 -1.781 -0.618
```

***

## two
A 2-piece molecular cluster, C4H12N2S overall, computed with ωB97M-V with the def2-TZVPD basis set.

Properties
Structure (SMILES): C/N=C\N.CCS
Gap between HOMO and LUMO: 0.3569 Eh
LUMO level: 0.77 eV
M: 120.221 g mol⁻¹
HOMO: -8.946 eV

```
19
C4H12N2S | OMol25 | ωB97M-V with the def2-TZVPD basis set
C -1.389 -0.341 1.894
N -1.497 0.817 2.771
C -0.901 1.868 2.445
N -0.019 2.038 1.323
H -2.355 -0.498 1.417
H -1.110 -1.201 2.500
H -0.638 -0.215 1.110
H -0.981 2.759 3.074
H -0.228 2.915 0.844
H 0.928 2.146 1.686
C 2.359 -0.351 -2.220
C 1.371 -1.046 -1.263
S -0.199 -1.356 -2.129
H 1.849 0.462 -2.729
H 2.714 -1.120 -2.905
H 3.212 0.017 -1.654
H 1.789 -2.001 -0.944
H 1.222 -0.458 -0.358
H -0.868 -1.771 -1.044
```

***

## three
A 4-piece molecular cluster, C4H12N2S overall, computed with ωB97M-V with the def2-TZVPD basis set.

Properties
Gap between HOMO and LUMO: 0.3178 Eh
LUMO level: -0.51 eV
M: 120.221 g mol⁻¹
HOMO: -9.158 eV

```
19
C4H12N2S | OMol25 | ωB97M-V with the def2-TZVPD basis set
C -3.191 0.427 -0.718
C -0.914 0.948 0.080
C -2.439 -0.672 1.284
C -2.131 0.113 0.269
N 3.678 1.048 0.086
N 2.601 -1.312 0.043
S 3.580 -0.366 0.751
H -3.055 1.478 -1.043
H -3.103 -0.264 -1.582
H -4.148 0.294 -0.151
H -0.055 0.471 0.638
H -1.295 1.971 0.517
H -0.711 1.180 -0.999
H 4.659 -1.803 -1.488
H -3.241 -1.246 1.546
H -1.714 -0.868 2.130
H 4.041 1.727 0.671
H 2.090 -0.823 -0.644
H 5.346 -2.302 -1.388
```

***

## four
One molecule with the formula C4H12N2S, computed with ωB97M-V with the def2-TZVPD basis set.

Properties
Structure (SMILES): CN[C@@H](CN)CS
Gap between HOMO and LUMO: 0.3600 Eh
LUMO level: 0.83 eV
M: 120.221 g mol⁻¹
HOMO: -8.970 eV

```
19
C4H12N2S | OMol25 | ωB97M-V with the def2-TZVPD basis set
C 2.519 0.739 -0.856
N 1.896 -0.580 -0.647
C 0.498 -0.572 -0.133
C 0.556 -0.324 1.376
N -0.630 -0.832 2.080
C -0.365 0.386 -0.939
S -2.141 0.302 -0.415
H 2.176 1.215 -1.788
H 3.592 0.547 -0.942
H 2.295 1.430 -0.050
H 1.882 -1.027 -1.552
H 0.143 -1.570 -0.317
H 1.486 -0.810 1.674
H 0.718 0.754 1.553
H -0.442 -0.785 3.083
H -1.372 -0.137 1.967
H -0.378 0.049 -1.972
H -0.126 1.439 -0.870
H -2.536 1.234 -1.289
```

***

one wins, 0.0045 hartree ahead of the next structure.